Entry 1:
Formula: C10H14N2OS
Source: the OMol25 dataset
Level of theory: ωB97M-V with the def2-TZVPD basis set

```
! RIJCOSX wB97M-V def2-TZVPD def2/J DEFGRID3
* xyz 0 1
H 2.53 3.20 0.23
H -2.92 -2.89 0.73
C -2.17 -0.87 0.42
C -3.16 0.15 0.59
H 0.98 0.49 0.14
H -2.57 -1.92 2.43
C -2.15 -2.05 1.27
C 1.35 -1.44 -0.37
N 1.62 -0.15 -0.18
H -4.21 1.61 -0.52
H -0.26 -2.58 -0.65
H 3.21 2.12 -0.88
C -2.20 1.50 -1.22
H -0.89 -2.42 1.35
H 4.39 1.70 0.31
H 3.12 -0.10 1.14
C 3.37 1.61 0.08
H -3.78 -0.34 1.30
O 2.74 2.45 1.08
N -0.01 -1.59 -0.45
C -3.24 1.14 -0.37
S 2.34 -2.73 -0.51
C -1.15 0.69 -1.18
H 3.73 -0.44 -0.54
C -1.11 -0.59 -0.47
C 3.01 0.18 0.11
H -2.06 2.43 -1.74
H -0.48 0.83 -2.10
*
```

The relative energy (zero: lowest compared OMol25 entry of this formula, charge and spin) comes out at 4.581 eV. The SMILES is Cc1ccccc1NC(=S)NCCO.

Entry 2:
Formula: C10H14N2OS
Source: the OMol25 dataset
Level of theory: ωB97M-V with the def2-TZVPD basis set

```
! RIJCOSX wB97M-V def2-TZVPD def2/J DEFGRID3
* xyz 0 1
H 1.44 1.78 -0.68
C 4.67 -0.01 0.35
H -2.95 3.17 0.71
S 3.46 0.84 -0.57
H 3.38 -1.51 0.06
H -0.76 -0.86 -1.12
C -2.66 -0.21 -0.26
C -1.28 -0.14 -0.54
H 0.78 -1.20 0.82
C 1.91 -0.01 -0.16
C -3.30 1.07 0.04
C -1.09 2.13 0.10
H 4.79 -1.61 -1.08
O -3.28 -1.33 -0.53
C -4.76 -1.60 -0.04
H 5.73 0.26 0.03
H 5.17 -1.97 0.54
C 4.43 -1.44 -0.09
N 0.97 0.77 -0.75
H -0.28 2.96 0.48
H -4.33 1.08 0.44
H 4.41 0.17 1.44
C -0.41 0.96 -0.46
H -5.68 -0.52 -0.34
C -2.49 2.32 0.29
H -4.83 -1.65 1.20
N 1.85 -0.94 0.73
H -4.89 -2.53 -0.61
*
```

The relative energy (zero: lowest compared OMol25 entry of this formula, charge and spin) comes out at 6.334 eV.

Entry 3:
Formula: C10H14N3O
Source: the OMol25 dataset
Level of theory: ωB97M-V with the def2-TZVPD basis set

```
! RIJCOSX wB97M-V def2-TZVPD def2/J DEFGRID3
* xyz 1 1
H -2.01 -1.67 0.62
C -0.15 0.73 0.25
H -1.48 -4.16 -2.48
H 2.47 2.20 -1.32
H -2.86 -3.62 -1.50
N -0.17 -2.02 -2.05
C -1.78 -3.76 -1.51
C -0.03 0.48 2.06
C -0.43 -0.57 -0.43
H 1.82 2.46 1.55
H -1.99 3.32 -0.71
C 1.47 0.42 2.19
H -0.57 -0.42 2.31
H -0.48 1.37 2.50
H -1.53 -4.48 -0.73
C -1.32 -1.57 -0.18
H 1.80 0.66 3.19
C -1.10 2.72 -0.63
C 1.99 1.44 1.18
O 0.26 -0.84 -1.56
H -0.18 3.11 -1.11
C -1.10 -2.48 -1.27
H 0.96 1.39 -2.06
H 3.05 1.32 0.96
N -1.18 1.65 0.00
C 1.54 1.66 -1.18
N 1.20 1.23 -0.02
H 1.83 -0.58 1.93
*
```

The relative energy (zero: lowest compared OMol25 entry of this formula, charge and spin) comes out at 3.430 eV. The SMILES is C=N[C@]1(c2cc(C)no2)CCC[N+]1=C.

Entry 4:
Formula: C10H14N3P
Source: the OMol25 dataset
Level of theory: ωB97M-V with the def2-TZVPD basis set

```
! RIJCOSX wB97M-V def2-TZVPD def2/J DEFGRID3
* xyz 0 1
C 0.41 -3.46 1.53
C 1.73 -3.15 1.79
H -0.04 -4.38 1.71
H 2.58 0.82 0.91
N -1.48 2.21 -2.30
P 0.69 2.73 -0.64
C -0.66 0.10 0.19
H 1.05 1.74 -1.57
H -1.77 3.18 -0.40
N 1.80 0.46 0.36
H 2.35 -3.88 2.34
H -0.04 0.08 -2.00
H -2.63 1.35 -0.87
H 3.24 -1.68 1.70
C -1.01 0.05 -1.31
H 0.30 1.44 1.56
H -1.52 0.18 0.91
H -1.49 -0.85 -1.64
C 0.46 1.17 0.56
C 2.25 -1.91 1.41
H -2.17 2.58 -2.95
C -0.97 3.07 -1.27
C -0.35 -2.43 1.00
H -0.78 4.08 -1.56
N -2.02 1.07 -1.72
C 1.44 -0.97 0.74
H -1.46 -2.38 0.97
C 0.08 -1.18 0.57
*
```

The relative energy (zero: lowest compared OMol25 entry of this formula, charge and spin) comes out at 0.475 eV. The SMILES is c1ccc2c(c1)N[C@H]1PCNNC[C@@H]21.

Number 1: electronic energy -26455.91262 eV, HOMO-LUMO gap 0.318 hartree, HOMO level -8.33 eV. Number 2: electronic energy -26454.15958 eV, HOMO-LUMO gap 0.326 hartree, HOMO level -8.29 eV. Number 3: electronic energy -17105.19911 eV, HOMO-LUMO gap 0.312 hartree, HOMO level -13.16 eV. Number 4: electronic energy -24352.97123 eV, HOMO-LUMO gap 0.338 hartree, HOMO level -8.25 eV.